The following is a quantum chemistry calculation of a 2-piece molecular cluster, C8H12 overall, from the OMol25 dataset.

The geometry in ORCA input format:
```
! RIJCOSX wB97M-V def2-TZVPD def2/J DEFGRID3
* xyz 0 1
C 1.673 0.275 1.874
C 1.318 -0.399 0.926
C 0.911 -1.182 -0.241
C 1.408 -0.560 -1.550
H 1.983 0.867 2.719
H -0.194 -1.252 -0.256
H 1.312 -2.209 -0.139
H 1.000 0.458 -1.670
H 1.086 -1.171 -2.410
H 2.509 -0.500 -1.553
C -1.656 -0.299 -1.867
C -1.310 0.387 -0.924
C -0.913 1.184 0.237
C -1.416 0.573 1.550
H -1.958 -0.900 -2.708
H -1.318 2.208 0.122
H 0.191 1.259 0.258
H -2.517 0.509 1.546
H -1.102 1.194 2.405
H -1.005 -0.442 1.683
*
```

Properties
SMILES string	C#CCC.C#CCC
LUMO level	1.10	eV
total energy	-8486.2302	eV
strongest force on any atom	2.1	eV/A
Kohn-Sham gap	10.338	eV
ΔE to the lowest compared entry with this formula, charge and spin	77.3	kcal/mol
highest occupied orbital energy	-9.242	eV

The following is a quantum chemistry calculation of C8H12 in the gas phase, from the OMol25 dataset.

The geometry in ORCA input format:
```
! RIJCOSX wB97M-V def2-TZVPD def2/J DEFGRID3
* xyz 0 1
C 0.353 -1.870 -1.738
C -0.523 -0.983 -1.138
C -0.353 -0.909 0.352
C -0.318 -1.851 1.379
C -0.222 0.402 0.876
C -0.019 0.619 2.174
C -0.380 1.587 -0.052
C 0.706 1.751 -1.080
H 1.068 -2.432 -1.244
H 0.443 -2.136 -2.805
H -1.188 -0.371 -1.742
H -0.651 -2.833 1.247
H -0.189 -1.582 2.340
H -0.001 1.580 2.558
H -0.016 -0.003 3.029
H -0.329 2.534 0.497
H -1.353 1.373 -0.512
H 1.677 1.418 -0.649
H 0.702 0.998 -1.891
H 0.593 2.708 -1.601
*
```

Properties
SMILES string	C=CC(=C)C(=C)CC
LUMO level	0.44	eV
total energy	-8486.8907	eV
strongest force on any atom	6.0	eV/A
Kohn-Sham gap	8.607	eV
ΔE to the lowest compared entry with this formula, charge and spin	62.1	kcal/mol
highest occupied orbital energy	-8.170	eV

The following is a quantum chemistry calculation of C8H12 as an isolated structure, from the OMol25 dataset.

The geometry in ORCA input format:
```
! RIJCOSX wB97M-V def2-TZVPD def2/J DEFGRID3
* xyz 0 1
C -0.867 1.678 -0.215
C -0.486 0.359 0.365
C -1.204 -0.213 1.543
C 0.102 -1.024 -0.913
C 0.728 -0.232 -0.062
C 2.072 0.098 0.410
C 3.245 -0.350 -0.014
C -1.269 -1.246 -1.486
H -0.331 2.443 0.367
H -0.561 1.772 -1.252
H -1.915 1.955 -0.096
H -0.488 -0.811 2.098
H -1.523 0.614 2.179
H -2.080 -0.838 1.344
H 2.096 0.985 1.027
H 3.294 -1.125 -0.758
H 4.167 -0.107 0.488
H -1.361 -2.223 -1.940
H -2.133 -1.206 -0.816
H -1.485 -0.527 -2.268
*
```

Properties
LUMO level	0.83	eV
total energy	-8485.8196	eV
strongest force on any atom	2.3	eV/A
Kohn-Sham gap	8.286	eV
ΔE to the lowest compared entry with this formula, charge and spin	86.8	kcal/mol
highest occupied orbital energy	-7.461	eV

The following is a quantum chemistry calculation of C8H12AgClCuO4 as an isolated structure, from the OMol25 dataset.

The geometry in ORCA input format:
```
! RIJCOSX wB97M-V def2-TZVPD def2/J DEFGRID3
* xyz 2 2
Ag 1.773 3.296 0.897
Cu 2.716 0.390 -1.316
Cl 0.744 0.890 0.420
O 3.420 -1.401 -0.454
C 2.968 -2.307 0.234
O 2.701 -3.474 -0.309
C 1.674 -4.114 0.498
C 2.086 -3.732 1.907
C 2.546 -2.284 1.707
H 1.657 -5.185 0.328
H 0.714 -3.689 0.199
H 2.921 -4.366 2.195
H 1.265 -3.842 2.610
H 3.448 -2.121 2.293
H 1.779 -1.514 1.762
O -0.164 3.515 -0.946
C -1.375 3.230 -1.070
O -1.982 3.614 -2.127
C -3.394 3.211 -2.087
C -3.464 2.168 -0.985
C -2.284 2.533 -0.072
H -3.737 2.856 -3.053
H -3.954 4.106 -1.820
H -3.345 1.143 -1.334
H -4.427 2.182 -0.477
H -1.735 1.663 0.278
H -2.553 3.232 0.721
*
```

Properties
LUMO level (alpha / beta)	-8.40 / -12.13	eV
total energy	-77823.3588	eV
strongest force on any atom	1.5	eV/A
Kohn-Sham gap (alpha / beta)	8.117 / 4.379	eV
ΔE to the lowest compared entry with this formula, charge and spin	0.0	kcal/mol
highest occupied orbital energy (alpha / beta)	-16.516 / -16.510	eV

The following is a quantum chemistry calculation of a 2-piece molecular cluster, C8H12BCl2NO4S overall, from the OMol25 dataset.

The geometry in ORCA input format:
```
! RIJCOSX wB97M-V def2-TZVPD def2/J DEFGRID3
* xyz 0 1
C -2.805 0.167 -4.965
C -1.889 0.403 -4.233
C -0.664 0.538 -3.404
B -0.493 -0.836 -2.570
N -1.025 -2.034 -3.164
C 0.214 -0.884 -1.145
Cl -0.821 -0.937 0.285
C 1.525 -0.909 -1.050
C 2.483 -0.855 -2.210
Cl 2.258 -0.998 0.565
H -3.650 -0.335 -5.370
H 0.160 0.682 -4.114
H -0.786 1.395 -2.737
H -0.552 -2.283 -4.025
H -0.960 -2.792 -2.491
H 2.565 0.145 -2.647
H 3.479 -1.073 -1.813
H 2.265 -1.584 -2.994
O -1.441 2.119 6.249
S -0.320 2.224 5.389
O 0.588 3.309 5.460
O -0.833 2.069 3.873
C -0.166 0.969 3.242
C 0.157 0.011 4.367
O 0.521 0.855 5.466
H 0.744 1.346 2.769
H -0.804 0.520 2.487
H 0.970 -0.666 4.118
H -0.722 -0.569 4.660
*
```

Properties
SMILES string	C#CCB(N)/C(Cl)=C(\C)Cl.O=S1(=O)OCCO1
LUMO level	-0.03	eV
total energy	-54724.8844	eV
strongest force on any atom	2.0	eV/A
Kohn-Sham gap	9.615	eV
highest occupied orbital energy	-9.642	eV

The following is a quantum chemistry calculation of C8H12BrCuNO6P2 as an isolated structure, from the OMol25 dataset.

The geometry in ORCA input format:
```
! RIJCOSX wB97M-V def2-TZVPD def2/J DEFGRID3
* xyz -1 1
Cu 0.320 -0.609 -0.071
N 3.808 0.758 -2.650
C 2.817 -0.100 -1.879
C 3.232 -1.564 -2.018
P 3.015 0.506 -0.090
O 3.600 -0.799 0.676
O 4.132 1.494 -0.211
O 1.702 0.858 0.528
P 1.178 0.249 -2.769
O 0.839 -1.177 -3.472
O 1.598 1.192 -3.851
O 0.076 0.565 -1.814
H 4.238 1.374 -1.915
H 3.214 1.256 -3.358
H 4.517 0.196 -3.110
H 4.222 -1.727 -1.589
H 3.216 -1.873 -3.064
H 2.529 -2.196 -1.474
H 2.858 -1.326 1.007
H 0.300 -1.702 -2.866
Br -0.266 -7.185 0.974
C -0.129 -5.296 0.697
C -0.727 -4.723 -0.409
C -0.612 -3.349 -0.594
C 0.085 -2.493 0.280
C 0.655 -3.150 1.388
C 0.563 -4.520 1.608
H -1.275 -5.337 -1.112
H -1.114 -2.930 -1.464
H 1.190 -2.570 2.136
H 1.020 -4.977 2.477
*
```

Properties
LUMO level	2.65	eV
total energy	-155533.7430	eV
strongest force on any atom	0.1	eV/A
Kohn-Sham gap	7.405	eV
ΔE to the lowest compared entry with this formula, charge and spin	7.3	kcal/mol
highest occupied orbital energy	-4.752	eV

The following is a quantum chemistry calculation of a 2-piece molecular cluster, C8H12BrF6NPSi overall, from the OMol25 dataset.

The geometry in ORCA input format:
```
! RIJCOSX wB97M-V def2-TZVPD def2/J DEFGRID3
* xyz -1 1
C 3.611 0.813 1.494
C 3.758 0.438 -0.001
Br 3.212 -1.473 -0.137
C 2.936 1.310 -1.020
Si 1.627 2.490 -0.289
C -0.020 1.558 -0.214
C -0.319 0.670 0.877
C -1.573 0.036 0.739
C -2.370 0.313 -0.379
N -2.174 1.157 -1.404
C -0.970 1.734 -1.233
H 4.336 0.175 2.051
H 2.624 0.550 1.924
H 3.909 1.855 1.727
H 4.828 0.501 -0.261
H 2.379 0.600 -1.670
H 3.617 1.856 -1.712
H 1.494 3.609 -1.254
H 2.005 3.061 1.020
H 0.345 0.465 1.723
H -1.926 -0.676 1.495
H -3.354 -0.254 -0.443
H -0.692 2.456 -2.028
F -5.393 -2.791 -0.566
P -3.897 -3.319 -0.142
F -3.756 -3.833 -1.691
F -4.619 -4.760 0.156
F -2.358 -2.927 -0.559
F -3.275 -3.782 1.304
F -3.984 -1.833 0.492
*
```

Properties
LUMO level	2.37	eV
total energy	-113499.7573	eV
strongest force on any atom	3.4	eV/A
Kohn-Sham gap	9.189	eV
highest occupied orbital energy	-6.820	eV

The following is a quantum chemistry calculation of a 2-piece molecular cluster, C8H12Cl2 overall, from the OMol25 dataset.

The geometry in ORCA input format:
```
! RIJCOSX wB97M-V def2-TZVPD def2/J DEFGRID3
* xyz 0 1
C 0.437 1.414 0.028
C -1.864 0.411 0.023
C -1.915 -0.903 -0.143
C 1.750 1.246 0.284
C -0.923 -1.803 -0.720
C -3.238 -1.685 -0.056
C 2.770 2.368 0.177
C 2.358 -0.101 0.497
Cl -0.068 2.965 -0.227
Cl -2.902 1.485 0.835
H -1.415 -2.394 -1.465
H -0.552 -2.557 -0.097
H -0.030 -1.337 -1.075
H -3.191 -2.684 -0.099
H -3.730 -1.289 -0.996
H -3.844 -1.197 0.712
H 2.314 3.308 0.554
H 3.050 2.369 -0.857
H 3.496 1.941 0.911
H 3.024 -0.191 1.411
H 2.761 -0.460 -0.526
H 1.710 -0.907 0.829
*
```

Properties
LUMO level (alpha / beta)	-0.53 / -0.41	eV
total energy	-33529.3294	eV
strongest force on any atom	6.7	eV/A
Kohn-Sham gap (alpha / beta)	7.999 / 8.203	eV
ΔE to the lowest compared entry with this formula, charge and spin	115.6	kcal/mol
highest occupied orbital energy (alpha / beta)	-8.532 / -8.617	eV